Entry from OMol25: the molecule C3H3NO3 (ωB97M-V/def2-TZVPD).

Summary:
HOMO level: -8.99 eV
Orbital gap: 9.783 eV
Relative energy (zero: lowest compared OMol25 entry of this formula, charge and spin): 100.16 kcal per mole
Largest force on an atom: 0.6 eV Å⁻¹
Structure (SMILES): O=COc1co[nH]1
E: -396.4648 a.u.

Geometry (Å):
O: 1.13 0.36 -0.42
O: -2.18 0.38 -0.24
O: 1.40 -1.04 1.33
N: -1.16 0.96 -1.08
C: 1.85 -0.43 0.40
C: -0.21 0.33 -0.23
C: -1.17 -0.12 0.59
H: -1.33 -0.53 1.57
H: 2.90 -0.42 0.07
H: -1.24 0.51 -2.00

Okay, here come the natural (NBO) numbers, in e, for every atom:
1 O -0.47
2 O -0.34
3 O -0.55
4 N -0.29
5 C 0.64
6 C 0.29
7 C 0.00
8 H 0.23
9 H 0.13
10 H 0.36

=====

Entry from OMol25: the molecule C3H3NO3 (ωB97M-V/def2-TZVPD).

Summary:
HOMO level: -10.57 eV
Orbital gap: 9.944 eV
Relative energy (zero: lowest compared OMol25 entry of this formula, charge and spin): 51.99 kcal per mole
Largest force on an atom: 0.9 eV Å⁻¹
Structure (SMILES): [H]/N=C(\C=O)OC=O
E: -396.5416 a.u.

Geometry (Å):
O: 0.55 1.08 0.10
O: -1.43 2.28 0.46
O: 2.47 -1.08 0.45
N: -1.00 -0.43 -0.09
C: 1.29 -1.28 0.35
C: 0.23 -0.21 0.12
C: -0.74 1.69 -0.29
H: -0.84 1.61 -1.38
H: -1.38 -1.36 -0.11
H: 0.85 -2.30 0.40

Okay, here come the natural (NBO) numbers, in e, for every atom:
1 O -0.51
2 O -0.50
3 O -0.44
4 N -0.68
5 C 0.37
6 C 0.46
7 C 0.66
8 H 0.14
9 H 0.38
10 H 0.12

=====

Entry from OMol25: the molecule C3H3NO3 at a distorted geometry (ωB97M-V/def2-TZVPD).

Summary:
HOMO level: -9.99 eV
Orbital gap: 10.225 eV
Relative energy (zero: lowest compared OMol25 entry of this formula, charge and spin): 105.42 kcal per mole
Largest force on an atom: 3.9 eV Å⁻¹
Structure (SMILES): O=C[C@@H]1OC=NO1
E: -396.4564 a.u.

Geometry (Å):
O: 0.62 0.33 -0.86
O: -0.55 -0.96 0.52
O: -0.60 1.52 2.23
N: -0.31 -1.71 -0.69
C: -0.68 1.20 1.04
C: 0.36 0.21 0.57
C: 0.41 -0.93 -1.43
H: 1.43 0.18 1.06
H: 0.68 -1.17 -2.53
H: -1.37 1.33 0.08

Okay, here come the natural (NBO) numbers, in e, for every atom:
1 O -0.52
2 O -0.40
3 O -0.48
4 N -0.14
5 C 0.40
6 C 0.25
7 C 0.29
8 H 0.20
9 H 0.24
10 H 0.16

=====

Entry from OMol25: the molecule C3H3NO3 (ωB97M-V/def2-TZVPD).

Summary:
HOMO level: -8.96 eV
Orbital gap: 9.745 eV
Relative energy (zero: lowest compared OMol25 entry of this formula, charge and spin): 101.00 kcal per mole
Largest force on an atom: 0.7 eV Å⁻¹
Structure (SMILES): O=COc1co[nH]1
E: -396.4635 a.u.

Geometry (Å):
O: 1.11 0.43 -0.40
O: 1.43 -1.01 1.31
O: -2.20 0.24 -0.26
N: -1.20 0.93 -1.05
C: 1.86 -0.37 0.39
C: -0.23 0.34 -0.20
C: -1.16 -0.20 0.58
H: -1.21 0.56 -2.00
H: 2.90 -0.33 0.05
H: -1.30 -0.60 1.58

Okay, here come the natural (NBO) numbers, in e, for every atom:
1 O -0.47
2 O -0.55
3 O -0.34
4 N -0.29
5 C 0.64
6 C 0.29
7 C 0.00
8 H 0.36
9 H 0.13
10 H 0.23

=====

Entry from OMol25: the molecule C3H3NO3 (ωB97M-V/def2-TZVPD).

Summary:
HOMO level: -10.27 eV
Orbital gap: 9.576 eV
Relative energy (zero: lowest compared OMol25 entry of this formula, charge and spin): 32.26 kcal per mole
Largest force on an atom: 0.7 eV Å⁻¹
Structure (SMILES): O=CNC(=O)C=O
E: -396.5730 a.u.

Geometry (Å):
O: 1.67 2.12 -1.13
O: 0.38 1.25 1.17
O: -0.86 -1.16 2.16
N: -0.29 -0.61 0.00
C: -1.14 -1.13 1.00
C: 1.16 1.04 -1.09
C: 0.39 0.59 0.17
H: 1.23 0.33 -1.95
H: -0.42 -0.95 -0.94
H: -2.11 -1.47 0.59

Okay, here come the natural (NBO) numbers, in e, for every atom:
1 O -0.42
2 O -0.49
3 O -0.48
4 N -0.68
5 C 0.54
6 C 0.33
7 C 0.56
8 H 0.11
9 H 0.40
10 H 0.12

=====

Entry from OMol25: a structure of composition C3H3NO3 at a distorted geometry (ωB97M-V/def2-TZVPD).

Summary:
HOMO level: -9.44 eV
Orbital gap: 10.210 eV
Relative energy (zero: lowest compared OMol25 entry of this formula, charge and spin): 90.97 kcal per mole
Largest force on an atom: 1.2 eV Å⁻¹
E: -396.4795 a.u.

Geometry (Å):
O: 0.06 0.91 2.37
O: -0.54 -0.49 -1.13
O: -2.75 -0.67 -1.45
N: 1.62 -0.16 -0.47
C: 0.37 -0.10 -0.22
C: -1.86 -0.36 -0.73
C: 0.79 0.60 1.52
H: 2.01 -0.50 -1.34
H: 1.90 0.32 0.70
H: -1.94 0.03 0.29

Okay, here come the natural (NBO) numbers, in e, for every atom:
1 O -0.49
2 O -0.51
3 O -0.51
4 N -0.76
5 C 0.36
6 C 0.65
7 C 0.39
8 H 0.40
9 H 0.34
10 H 0.13